The following is a quantum chemistry calculation of a cluster of 7 separate species, C55H58ClN2O31PS in total, from OMol25.

The value obtained for the total energy is -157071.431 eV. Its orbital gap is 6.8 eV. As for the spin multiplicity: 1. Its SMILES is CC(=O)OCCCCCO[P@](=O)(OCCCCl)OCCCCCCCSc1nnco1.O=C1C=C(O)C(=O)C=C1O.O=C1C=C(O)C(=O)C=C1O.O=C1C=C(O)C(=O)C=C1O.O=C1C=C(O)C(=O)C=C1O.O=C1C=C(O)C(=O)C=C1O.O=C1C=C(O)C(=O)C=C1O. For the strongest force on any atom, the calculation gives 3.09 eV/A. For the LUMO energy, the calculation gives -2.00 eV.

Geometry as XYZ:
```
149
Properties=species:S:1:pos:R:3:forces:R:3
C -0.24118 5.01546 -0.29600 -0.31 -0.09 0.02
C 0.75555 5.60748 -0.96752 0.10 -0.14 0.41
O -5.68095 -3.30131 -0.23738 -0.78 -0.79 -0.42
H -9.07894 -4.81443 0.91967 0.05 -0.09 0.37
O -5.64826 -2.16500 2.06744 -0.65 -0.86 0.02
C 9.63775 -2.52212 4.33057 0.36 -0.07 0.43
H -1.95327 -5.34010 2.61399 -0.03 -0.33 0.09
H -8.09867 -2.97246 -1.14913 0.23 0.37 -0.07
H 4.69402 8.24632 -7.23928 0.01 0.00 -0.01
H -1.33300 1.13611 0.76948 0.25 -0.14 -0.15
C -8.75102 -3.11422 -0.29755 0.16 -0.15 -0.63
O -1.74295 -0.01247 -2.73290 0.01 -0.11 0.05
H -1.92006 -2.02011 -1.98060 -0.43 -0.05 0.20
H 2.02852 -1.32016 3.55619 0.31 0.12 -0.06
H 0.01514 -1.90308 4.62479 0.25 0.12 0.18
P -5.91138 -3.47365 1.19512 0.88 -0.86 1.08
C -2.31445 1.58843 0.78935 -0.15 -0.18 1.31
H -10.62287 -4.20304 -0.38950 -0.17 -0.13 -0.07
C 2.58637 -0.22017 -7.03916 0.17 0.34 -0.27
O 8.69159 -3.22326 4.63594 -0.26 0.02 -0.19
O -7.35645 -4.00505 1.58770 0.46 0.29 -0.54
N 1.81566 -3.24304 -2.40990 0.48 -0.35 -0.61
H -3.54285 5.00466 -2.04503 -0.09 -0.01 -0.02
C 6.21622 -1.87048 7.02661 -0.02 -0.13 0.22
C -5.43323 0.28999 -1.03075 0.08 -1.43 -1.47
H 6.89487 -1.25724 7.60218 0.00 0.02 -0.02
O -2.78623 -2.17856 -1.53614 0.27 0.35 -0.30
O 3.14934 -1.11273 -7.64310 -0.11 -0.19 0.15
C -3.53187 -4.27156 1.62779 1.35 -0.33 0.59
C -6.40684 0.04029 2.80623 -0.50 0.37 -0.25
C 3.54700 6.80076 -6.07862 0.20 0.07 -0.26
C -8.22016 -4.31763 0.47489 -1.25 -0.20 0.37
C -4.80680 1.45594 -1.74042 0.20 0.24 -0.46
H -6.85130 -0.93346 0.92994 0.11 -0.07 0.12
C -4.65673 2.68993 1.87860 -0.21 0.21 -0.32
C -6.71483 -1.20166 1.97646 -0.09 0.69 0.08
H -7.11000 2.09002 2.62373 0.14 0.31 0.13
H -0.62334 -1.25858 3.14258 -0.13 0.18 0.06
H -0.93363 6.61542 -3.86768 -0.04 0.02 -0.04
S -0.08820 -1.80422 0.59952 -0.92 0.51 -0.65
O 6.03787 -3.45348 8.76256 -0.14 -0.25 0.02
C 5.09819 6.25906 -7.86320 0.04 0.48 -0.03
O 0.69999 2.65274 -4.86098 -0.06 0.12 -0.21
H 3.06172 1.39540 -8.42261 0.01 0.03 -0.02
C -1.57433 4.96420 -0.87604 0.49 -0.06 0.34
O -2.80026 -0.06906 2.48067 -0.43 2.99 -0.63
H 0.32653 -3.36773 -3.87735 -0.41 0.08 -0.26
C 2.56112 1.16378 -7.49316 0.21 -0.13 -0.08
H 0.73495 0.13746 -4.10921 -0.03 -0.01 0.01
H -7.78119 -5.05052 -0.18955 0.46 0.01 -0.12
C 0.01796 -2.04286 3.54742 -0.30 -0.35 -0.55
H 2.10017 5.80439 -4.46689 0.17 0.03 -0.11
H -5.09187 0.95954 0.59768 0.58 0.86 1.75
C 4.87941 -2.39951 5.00692 -0.27 -0.51 0.02
O -4.92613 -4.54810 1.82259 -0.62 0.58 -0.02
C -6.75187 1.29584 1.97873 0.38 -0.85 -0.12
O 5.38087 4.00559 -8.40976 0.15 0.07 -0.18
O 6.23918 -0.42949 5.18461 -0.20 -0.19 -0.23
H -3.13073 -4.83909 0.79436 -0.47 -0.22 -0.32
H 1.87990 -2.90964 2.86934 0.08 -0.21 -0.12
H 7.88878 -2.51871 2.85273 -0.02 -0.01 -0.04
H -7.65902 -1.60772 2.32722 0.01 -0.49 0.11
H -7.58541 1.02623 1.33336 -0.19 0.13 0.09
H 2.42229 -2.29381 -6.11297 0.05 -0.04 0.06
C 1.93134 2.09319 -6.76593 -0.35 -0.02 -0.49
H 6.25157 5.70777 -9.20600 0.01 0.03 -0.01
C -3.59802 1.37107 -2.30855 -0.02 0.01 -0.15
H 3.74586 -4.25864 5.02633 0.00 -0.02 0.02
O 8.43781 -1.88316 2.35420 -0.02 -0.16 0.30
H -5.38466 0.01967 3.16253 0.25 0.09 -0.04
H 13.51137 -0.82983 4.93406 0.02 0.00 0.03
H -5.16713 -1.80472 -0.48628 0.27 0.36 -0.40
H 4.84189 -5.09015 8.32094 -0.02 -0.03 0.00
H -5.26650 3.31399 2.51710 0.12 0.25 0.33
C 0.64340 -3.10447 -2.89489 1.03 -0.18 0.19
O -0.18440 -2.57284 -1.98978 -2.01 0.33 -0.01
C -2.85225 0.11966 -2.25030 0.02 0.12 -0.26
C 1.87792 -0.55943 -5.76136 -0.22 -0.06 0.36
C -10.16287 -3.33530 -0.84866 0.37 -0.22 0.05
C -0.62740 -3.39650 3.25862 -0.14 0.23 0.28
H -2.88165 1.23130 -0.06219 0.06 0.25 0.05
C 4.80810 -3.97280 6.84348 -0.27 -0.26 -0.25
C -2.97478 1.08838 2.06484 0.38 -2.51 0.72
H -3.13648 2.20533 -2.81980 -0.01 0.01 0.00
C 11.84011 -1.60654 4.74061 0.02 -0.25 0.38
O -5.53168 2.57277 -1.76090 -0.15 0.02 -0.28
O 12.96644 -1.46945 5.43232 0.01 0.19 -0.26
O 2.96331 7.60346 -5.38135 -0.16 -0.08 0.15
O 4.41477 -5.09127 7.44234 0.19 0.17 0.21
O 1.87231 3.37123 -7.13280 -2.03 -1.07 -0.40
C -3.49079 -1.05574 -1.56317 -0.14 -0.14 0.20
O 1.99386 5.67730 -0.49460 -0.05 0.16 -0.33
C 1.40918 -1.93339 2.90927 -0.50 0.32 0.64
C -2.10564 -3.48471 3.64086 0.34 -0.85 0.41
H -6.35680 2.36220 -1.28144 -0.01 -0.02 -0.38
C 4.81655 4.79900 -7.68013 -0.33 -0.22 0.41
H -0.53186 -3.68096 2.21561 0.19 0.12 -0.10
H 10.90159 -3.00169 6.03825 0.02 0.01 0.01
O 4.54841 -2.02872 3.89504 0.22 0.24 -0.05
H 5.80701 -0.42441 4.30883 0.01 0.03 0.00
H -7.06019 0.06573 3.67380 0.06 -0.24 0.28
C 1.24229 1.75509 -5.47660 -0.18 -0.34 0.43
C 9.55517 -1.72896 3.05948 -0.03 0.24 -0.38
H -2.13649 -3.72552 4.70239 -0.17 0.27 0.24
O 1.91608 -1.84176 -5.40991 0.12 0.00 -0.39
C 4.50030 7.19073 -7.11278 -0.08 0.02 0.11
C 3.28442 5.33230 -5.87582 0.65 0.00 -0.14
C 1.37524 -1.28163 1.53293 0.80 -0.61 -0.05
H -6.04545 2.38979 0.30189 0.37 0.18 0.71
H -0.09596 4.55951 0.67327 0.04 0.02 0.00
O 12.67910 -0.06653 3.19519 0.19 -0.06 0.21
C 10.54660 -0.91949 2.66860 0.23 0.11 0.03
C 0.53350 6.23604 -2.31308 -0.48 0.06 -0.38
O 1.47754 6.76921 -2.87252 0.23 -0.21 0.30
C -2.75579 -4.66652 2.90264 -0.35 0.65 -0.37
C 0.56286 -2.42191 -0.88775 0.79 0.21 0.40
O -3.76682 1.97185 2.75056 0.23 -0.97 -0.49
H -8.73476 -2.19672 0.27586 0.06 0.04 0.39
H -0.06512 -4.13678 3.82832 0.01 -0.29 0.01
C 5.82114 -1.53860 5.79288 0.33 0.26 0.29
H 10.49723 -0.34199 1.75654 -0.03 0.00 0.00
C -1.78653 5.57227 -2.22901 -0.13 0.16 -0.44
H 2.51608 6.15376 -1.16904 0.04 -0.01 0.04
H -2.62828 -2.54376 3.49759 -0.12 0.12 -0.19
C -4.70266 -0.96578 -0.99258 -0.11 1.19 0.13
O 2.42862 4.99333 -4.91379 -0.21 0.37 0.12
Cl -10.12685 -3.62941 -2.62152 -0.16 -0.05 0.12
C 1.25118 0.37015 -5.03086 -0.04 0.16 0.07
O -6.52631 0.45177 -0.51646 -1.32 -0.94 -2.60
O -2.53152 4.44921 -0.32767 -0.24 0.21 -0.19
C 4.41141 -3.63783 5.60944 -0.03 0.16 -0.21
C 10.84682 -2.41357 5.13321 -0.24 -0.11 -0.02
C -5.60290 1.78472 1.09090 0.42 1.41 1.94
H 2.25867 -1.58476 0.98114 0.03 0.00 -0.27
O 5.97537 6.56039 -8.81792 0.00 -0.31 -0.05
H -2.24991 2.66940 0.83128 0.07 -0.08 -0.39
H -4.08810 3.33743 1.21547 0.07 0.06 -0.06
N 1.75878 -2.80436 -1.11360 1.20 -0.13 0.70
C -0.79275 6.17191 -2.89342 0.25 0.10 -0.09
C 11.74768 -0.79309 3.48266 -0.37 0.10 -0.46
H 1.36350 3.82582 -6.43428 -0.07 0.07 0.15
H -3.33429 -3.22806 1.39918 -0.28 0.31 -0.02
O -3.01702 5.47848 -2.71832 0.04 -0.16 0.31
H -3.45383 -5.19557 3.54165 -0.05 -0.19 0.11
H -10.80276 -2.48348 -0.67756 -0.11 0.21 -0.09
H 1.40566 -0.20219 1.61230 -0.37 0.23 -0.07
C 5.73136 -3.09875 7.64103 0.33 0.49 -0.05
H 3.70307 3.34660 -6.50271 0.93 0.52 0.18
C 3.88404 4.40437 -6.63464 1.18 0.31 0.35
```
Forces are in eV/Å.

***

The following is a quantum chemistry calculation of a structure of composition C5H10N, from OMol25.

Its net charge is +1. The value obtained for the total energy is -6828.150 eV. Its orbital gap is 11.6 eV. As for the spin multiplicity: 1. For the strongest force on any atom, the calculation gives 5.54 eV/A. For the LUMO energy, the calculation gives -3.61 eV.

Geometry as XYZ:
```
16
Properties=species:S:1:pos:R:3:forces:R:3
H 0.29195 -0.58718 1.14816 0.11 -0.45 1.58
H -0.31084 0.05803 -1.52895 -1.16 0.92 2.75
H 2.40771 -1.16821 0.51220 -0.06 -0.05 0.63
H -1.50387 -1.68947 -0.25974 -0.64 0.65 -0.07
C 0.66124 1.43137 0.64760 0.21 -0.24 1.52
C -1.88041 -0.65139 -0.09065 2.49 -0.16 -0.29
H -2.10052 -0.54864 0.94219 -0.90 0.01 0.94
C -0.52189 1.65678 0.06100 0.86 1.26 0.21
H -2.68656 -0.40059 -0.76297 -0.26 -0.03 0.04
C -0.67246 0.27092 -0.36252 0.65 -2.34 -4.98
C 1.74187 -0.74117 -0.21956 -0.77 -2.50 -0.55
H 1.47505 1.75799 1.33100 -0.92 0.61 -0.95
H 2.39652 -0.29117 -0.93164 -0.30 1.28 -0.54
H 1.20997 -1.58478 -0.71914 0.82 0.32 0.17
N 0.62911 -0.02521 0.40464 -0.24 0.66 -0.79
H -1.13687 2.51273 -0.17162 0.11 0.08 0.32
```
Forces are in eV/Å.

***

The following is a quantum chemistry calculation of a structure of composition C5H14ClMnO3RhS, from OMol25.

Its net charge is -1. The value obtained for the total energy is -69235.082 eV. The expectation value of S² is 20.031. Its orbital gap (alpha / beta) is 4.5 / 5.1 eV. As for the spin multiplicity: 9. For the strongest force on any atom, the calculation gives 3.37 eV/A. For the LUMO energy (alpha / beta), the calculation gives 2.41 / 0.85 eV.

Geometry as XYZ:
```
26
Properties=species:S:1:pos:R:3:forces:R:3
H 0.99929 1.88869 -0.20881 0.01 -0.28 -0.21
H 0.64535 1.55658 -1.95869 0.49 -0.10 0.53
Cl -1.81187 1.83965 3.27204 0.49 0.13 0.43
H 3.28967 -2.44272 -0.54726 0.00 -0.01 0.13
H 3.72948 -3.12377 1.06114 -0.13 0.30 -0.14
O 1.35494 -3.05346 2.18000 0.25 0.02 -0.21
H -2.50037 2.56456 -0.58801 -0.42 0.41 0.05
H -3.84276 -0.51244 0.61331 0.30 -0.22 0.20
Mn -1.70730 0.78927 1.17642 0.98 0.48 1.46
H -3.80095 1.34853 -0.30137 0.21 0.35 0.02
H -3.03635 -0.87261 2.21599 -0.26 -0.57 -0.44
H 2.13185 0.84458 -1.16524 -0.72 0.33 0.14
H -1.40668 1.11622 -1.89349 0.15 0.00 -0.11
H 3.74040 -1.32835 0.76879 -0.13 -0.22 0.13
C 3.26636 -2.28374 0.53183 -0.41 -0.09 -0.09
S 1.52668 -2.21304 1.03663 -1.28 0.36 -0.55
Rh 0.13532 -0.52947 -0.56630 1.01 -1.01 0.31
O 1.19984 -0.75080 1.24187 1.24 -1.14 0.61
C -2.98903 1.92916 0.15982 -1.05 1.61 -1.26
H -2.30650 -0.38025 -1.42354 0.19 -0.34 0.02
C -1.37793 0.17992 -1.35320 -2.61 1.26 -1.71
O 0.66477 -2.58260 -0.17974 1.36 -0.19 1.31
C -2.90726 -0.78580 1.12017 -0.23 -1.77 0.43
H -2.44738 -1.67528 0.66323 -0.52 -0.26 0.41
H -3.36091 2.50873 1.02957 0.01 -0.03 -0.56
C 1.06089 1.14454 -1.01757 1.08 0.99 -0.90
```
Forces are in eV/Å.

***

The following is a quantum chemistry calculation of a cluster of 2 separate species, C3H6NOP in total, from OMol25.

The value obtained for the total energy is -16032.559 eV. Its orbital gap is 10.1 eV. As for the spin multiplicity: 1. Its SMILES is c1cocn1.P. For the strongest force on any atom, the calculation gives 4.76 eV/A. For the LUMO energy, the calculation gives 0.93 eV.

Geometry as XYZ:
```
12
Properties=species:S:1:pos:R:3:forces:R:3
C -1.62878 -1.01406 -0.80905 1.19 0.68 -0.48
H -1.94954 -1.47825 -1.74307 0.11 -0.41 0.75
C -1.22260 0.80376 0.23075 1.96 -4.05 1.55
H 3.37116 0.93713 0.45866 0.00 -0.30 0.08
H -1.22445 1.78910 0.44907 -0.12 2.97 0.41
H 1.82495 1.12737 -0.78384 -0.03 -0.21 -0.12
H -0.39478 -0.38989 1.98196 0.66 0.41 0.46
N -0.96670 -1.43244 0.24359 -1.21 0.74 -1.63
O -1.74466 0.38116 -0.93361 0.22 -1.87 1.50
P 2.73861 0.08185 -0.48398 0.09 0.44 -0.15
H 1.85613 -0.52598 0.42939 0.10 0.06 0.14
C -0.65932 -0.27974 0.96013 -2.96 1.55 -2.51
```
Forces are in eV/Å.

***

Question: Which formula does entry 1 have?
Answer: C55H58ClN2O31PS

***

Question: Among the records above, which one has the highest strongest force on any atom?
Answer: C5H10N

***

Question: Look up the strongest force on any atom of the fourth one.
Answer: 4.76 eV/A